--- w ---
Entry from the Open Molecules 2025 dataset: a cluster of 2 separate species, C6H14O in total (the ωB97M-V functional and the def2-TZVPD basis).

The geometry in ORCA input format:
```
! wB97M-V def2-TZVPD RIJCOSX def2/J DEFGRID3
* xyz 0 1
C -0.128 1.466 1.604
C 0.784 0.744 0.938
C 0.779 0.579 -0.559
C 1.228 -0.772 -1.124
C 1.325 -0.750 -2.651
H -0.059 1.678 2.667
H -1.016 1.869 1.115
H 1.668 0.412 1.482
H 1.453 1.355 -0.947
H -0.220 0.818 -0.950
H 0.528 -1.560 -0.811
H 2.205 -1.042 -0.702
H 1.664 -1.712 -3.049
H 2.035 0.015 -2.990
H 0.354 -0.521 -3.107
C -2.460 -0.429 1.454
O -1.284 -0.349 2.217
H -3.210 0.271 1.846
H -2.856 -1.442 1.541
H -2.309 -0.188 0.387
H -0.482 -0.443 1.638
*
```

Calculated values
E_HOMO, eV: -8.71
LUMO level, eV: 1.04
Gap between HOMO and LUMO, eV: 9.8


--- x ---
Entry from the Open Molecules 2025 dataset: a cluster of 2 separate species, C6H14O in total (the ωB97M-V functional and the def2-TZVPD basis).

The geometry in ORCA input format:
```
! wB97M-V def2-TZVPD RIJCOSX def2/J DEFGRID3
* xyz 0 1
C 0.579 -1.501 -1.157
C 1.053 -0.170 -0.573
C 2.508 -0.262 -0.112
C 0.182 0.290 0.602
C -1.179 0.801 0.283
C -2.128 1.074 1.330
O -1.385 1.132 -0.955
H 1.150 -1.741 -2.061
H -0.491 -1.483 -1.385
H 0.733 -2.311 -0.433
H 0.991 0.599 -1.355
H 3.152 -0.590 -0.935
H 2.613 -0.992 0.701
H 2.884 0.703 0.249
H 0.663 1.135 1.124
H 0.053 -0.506 1.344
H -2.180 -1.116 0.170
H -2.973 1.705 1.057
H -1.696 1.267 2.311
H -2.411 -0.124 1.067
H -2.296 1.455 -1.064
*
```

Calculated values
E_HOMO, eV: -6.47
LUMO level, eV: 0.39
Gap between HOMO and LUMO, eV: 6.9


--- y ---
Entry from the Open Molecules 2025 dataset: a structure of composition C6H14O (the ωB97M-V functional and the def2-TZVPD basis).

The geometry in ORCA input format:
```
! wB97M-V def2-TZVPD RIJCOSX def2/J DEFGRID3
* xyz 0 1
C 2.252 0.744 2.341
C 1.133 1.088 1.578
C 1.041 0.752 0.158
C -0.253 0.849 -0.607
C -0.858 -0.520 -0.912
O -2.051 -0.301 -1.625
C -2.701 -1.500 -1.955
H 3.239 0.748 1.884
H 1.966 -0.866 1.545
H 2.210 0.846 3.418
H 0.167 1.210 2.068
H 1.249 2.059 0.922
H 1.971 0.736 -0.413
H 1.621 -0.974 0.799
H -0.130 1.378 -1.559
H -0.988 1.405 -0.015
H -0.160 -1.135 -1.505
H -1.055 -1.065 0.026
H -2.066 -2.141 -2.587
H -3.607 -1.242 -2.508
H -2.979 -2.070 -1.054
*
```

Calculated values
E_HOMO, eV: -7.47
LUMO level, eV: 0.97
Gap between HOMO and LUMO, eV: 8.4


Most stable: w. Least stable: y.